115
Properties=species:S:1:pos:R:3:forces:R:3 method="wB97M-V/def2-TZVPD" largest_force_ha_per_bohr=0.01142 total_charge=-1 homo_ev="-4.372 / -4.372" lumo_energy_ev="0.739 / 0.724" homo_lumo_gap_ha="0.1878 / 0.1873"
Rb -0.78000 0.67650 0.07005 0.3 -0.4 -0.2
C 5.48944 4.91856 3.96289 0.0 0.0 0.0
C 4.73965 5.12657 2.63962 0.1 0.0 0.0
C 5.76284 5.02783 1.50736 0.0 0.1 -0.1
C 4.13089 6.53581 2.62725 0.0 0.0 0.0
C 3.61765 4.10980 2.47659 -0.1 -0.1 -0.1
C 3.34649 3.46614 1.30465 0.3 0.1 0.0
C 2.29526 2.52394 1.18955 -0.1 0.0 -0.2
N 2.01211 1.83179 0.05013 0.1 0.1 0.3
C 2.22361 2.24637 -1.17174 0.0 0.0 -0.2
C 2.50792 3.60802 -1.55837 0.0 0.0 0.1
C 2.67555 3.97317 -2.84441 0.0 0.0 0.0
C 2.58310 2.95096 -3.86394 0.0 0.1 0.0
C 2.23454 1.66686 -3.63652 -0.1 -0.2 0.2
C 1.98349 1.23781 -2.23998 0.1 0.0 -0.2
O 1.61872 0.08924 -1.97793 0.0 0.1 0.1
C 2.06106 0.64259 -4.75264 0.0 0.1 0.0
C 3.03448 -0.52664 -4.55002 0.0 0.0 0.0
C 0.61516 0.12665 -4.77479 -0.1 0.0 0.0
C 2.34816 1.25403 -6.12578 0.0 0.0 0.0
C 2.86641 5.44679 -3.21285 0.0 0.0 0.0
C 1.58946 6.21849 -2.85102 0.0 0.0 0.0
C 4.04450 6.02762 -2.42131 0.0 0.1 0.0
C 3.14539 5.65688 -4.70160 0.0 0.0 -0.1
C 1.46393 2.18283 2.33665 0.0 0.0 0.2
O 0.54046 1.34826 2.22661 0.2 0.2 0.4
C 1.76355 2.89716 3.58015 -0.1 -0.2 -0.1
C 2.77149 3.81717 3.57826 0.0 0.0 0.1
C 0.96360 2.69754 4.87747 0.0 0.0 0.0
C 0.13130 3.96414 5.12856 0.0 0.0 0.0
C 0.00594 1.50087 4.89277 0.0 0.0 0.0
C 1.93056 2.50022 6.05795 0.0 0.0 0.0
H 6.34212 5.59902 4.01863 0.0 0.0 0.0
H 5.86136 3.89654 4.04820 0.0 0.0 0.0
H 4.86044 5.11789 4.83012 0.0 0.0 0.0
H 6.57810 5.73091 1.68866 0.0 0.0 0.0
H 5.32741 5.28255 0.53966 0.0 0.0 0.0
H 6.18607 4.02498 1.43330 0.0 0.0 0.0
H 4.90648 7.29166 2.77085 0.0 0.0 0.0
H 3.39134 6.65104 3.42178 0.0 0.0 0.0
H 3.63020 6.72977 1.67731 0.0 0.0 0.0
H 4.00199 3.58841 0.45416 0.0 0.0 0.0
H 2.48185 4.35498 -0.77750 0.0 0.0 0.0
H 2.76324 3.26283 -4.88071 0.0 0.0 0.0
H 2.85768 -1.03841 -3.60863 0.0 0.0 0.0
H 4.06751 -0.17311 -4.56761 0.0 0.0 0.0
H 2.91297 -1.24703 -5.36247 0.0 0.0 0.0
H 0.34759 -0.37229 -3.84740 0.0 0.0 0.0
H 0.50022 -0.58426 -5.59632 0.0 0.0 0.0
H -0.08791 0.94612 -4.93776 0.0 0.0 0.0
H 3.37008 1.63077 -6.20431 0.0 0.0 0.0
H 1.66095 2.06995 -6.35828 0.0 0.0 0.0
H 2.22050 0.48834 -6.89288 0.0 0.0 0.0
H 1.37383 6.14782 -1.78484 0.0 0.0 0.0
H 0.72563 5.82523 -3.38902 0.0 0.0 0.0
H 1.70160 7.27544 -3.10548 0.0 0.0 0.0
H 3.87395 5.96219 -1.34663 0.0 0.0 0.0
H 4.18202 7.08271 -2.67043 0.0 0.0 0.0
H 4.97197 5.49799 -2.64539 0.0 0.0 0.0
H 2.31468 5.32088 -5.32389 0.0 0.0 0.0
H 4.04826 5.13533 -5.02644 0.0 0.0 0.0
H 3.28944 6.72148 -4.89593 0.0 0.0 0.0
H 2.95680 4.35904 4.49809 0.0 0.0 0.0
H -0.56804 4.13665 4.30923 0.0 0.0 0.0
H 0.76755 4.84597 5.22190 0.0 0.0 0.0
H -0.44630 3.85822 6.05034 0.0 0.0 0.0
H -0.80276 1.61220 4.17734 0.0 0.0 0.0
H -0.42001 1.43021 5.89791 0.0 0.0 0.0
H 0.50616 0.56156 4.66289 0.0 0.0 0.0
H 2.59544 3.35071 6.20708 0.0 0.0 0.0
H 2.55168 1.61472 5.91032 0.0 0.0 0.0
H 1.36187 2.36071 6.97992 0.0 0.0 0.0
N 1.88255 -1.82050 0.28816 -0.1 0.1 0.2
N 2.40245 -1.00626 1.32314 0.1 0.0 0.0
C 2.44037 -1.39058 2.59100 -0.1 -0.2 -0.2
N 3.03454 -0.51284 3.46083 0.0 0.2 0.0
S 1.84273 -2.86815 3.12417 0.0 0.0 0.1
H 1.70712 -1.17635 -0.48274 0.1 -0.1 -0.1
H 0.97347 -2.15690 0.60111 0.0 0.0 0.0
H 2.52374 -0.03450 1.06349 0.0 0.0 0.1
H 3.04449 0.46402 3.19773 0.0 0.0 0.0
H 2.79550 -0.68351 4.42301 0.0 0.0 0.0
C -3.69923 0.05880 -2.82200 0.0 -0.1 -0.1
C -3.53743 1.38766 -2.06888 0.0 0.3 -0.2
C -2.63820 2.31673 -2.91452 0.0 0.0 -0.1
O -3.02651 1.22678 -0.82476 -0.5 -0.1 -0.2
H -4.16563 0.17089 -3.80623 0.0 0.1 0.0
H -4.30473 -0.63117 -2.23063 0.0 0.0 0.0
H -2.71348 -0.38990 -2.97596 0.1 0.0 0.0
H -4.55269 1.86016 -2.08691 0.0 0.0 0.1
H -1.64348 1.86553 -3.02099 0.0 0.0 0.0
H -2.51607 3.27393 -2.40338 0.0 0.0 0.0
H -3.02475 2.50713 -3.92260 -0.1 0.0 0.0
C -2.34608 -2.29315 0.94167 0.0 0.0 0.0
N -1.30862 -2.71503 -0.01333 0.0 0.0 0.0
C -0.75061 -3.99699 0.44324 0.1 0.0 0.1
N -1.77643 -5.03463 0.56485 0.0 -0.1 0.0
C -2.78816 -4.55499 1.50719 0.0 0.0 0.1
N -3.40358 -3.29935 1.07788 0.0 0.0 0.0
C -3.99532 -3.50596 -0.24538 -0.1 0.0 0.0
N -3.00995 -3.95878 -1.23102 0.0 0.0 -0.1
C -1.95670 -2.94038 -1.30909 0.0 0.0 0.0
C -2.41354 -5.19842 -0.74059 0.0 -0.1 0.0
H -2.79638 -1.35779 0.59259 0.0 0.0 0.0
H -1.87899 -2.13458 1.91817 0.0 0.0 0.0
H -0.26725 -3.85653 1.41256 0.0 0.0 0.0
H 0.00888 -4.32477 -0.27106 0.0 0.0 0.0
H -2.31811 -4.40321 2.48141 0.0 0.0 0.0
H -3.56733 -5.31651 1.60585 0.0 0.0 0.0
H -4.42988 -2.56375 -0.58628 0.0 0.0 0.0
H -4.78783 -4.25605 -0.16676 0.0 0.0 0.0
H -2.40038 -2.00661 -1.64604 0.0 0.1 0.0
H -1.20028 -3.26145 -2.03062 0.0 0.0 0.0
H -1.66345 -5.53894 -1.45931 0.0 0.0 0.0
H -3.19382 -5.96121 -0.65971 0.0 0.0 0.0